[1]
This record from OMol25 describes C37H30N4O4PReS as an isolated structure in a non-equilibrium geometry. The level of theory is wB97M-V/def2-TZVPD.

## Properties
- charge = +1
- spin multiplicity = 2

The geometry in XYZ format:
```
78
Properties=species:S:1:pos:R:3:forces:R:3
Re -0.194 0.311 -0.149 0.8 0.5 2.0
C -4.182 3.881 1.039 0.0 0.0 0.0
C -4.394 2.511 1.102 -0.1 0.0 0.0
C -3.324 1.654 1.290 0.3 -0.2 0.1
C -2.035 2.162 1.410 -0.4 0.4 0.1
C -1.828 3.541 1.400 0.0 -0.2 -0.1
C -2.903 4.393 1.202 0.0 0.0 0.0
N -0.913 1.285 1.475 -0.3 -0.1 -1.9
C -0.137 1.303 2.607 0.7 -0.3 0.4
C -0.534 1.803 3.852 -0.1 0.0 -0.2
C 0.343 1.737 4.912 0.1 -0.1 0.0
C 1.627 1.198 4.761 0.0 0.0 0.2
C 2.048 0.725 3.541 0.0 -0.1 -0.3
C 1.159 0.769 2.469 -0.6 0.6 0.9
N 1.440 0.392 1.170 0.1 -0.2 -1.2
N 2.648 0.217 0.871 0.0 -0.1 1.0
C 2.903 0.039 -0.453 0.3 -0.3 -1.3
C 4.230 -0.074 -0.869 -0.3 0.0 0.4
C 4.504 -0.081 -2.219 0.0 0.0 -0.2
C 3.456 0.051 -3.120 0.1 0.0 0.3
C 2.162 0.124 -2.634 0.1 0.2 -0.3
N 1.883 0.082 -1.336 -1.3 -0.2 1.0
H -5.013 4.550 0.857 0.0 0.0 0.1
H -5.393 2.109 0.997 0.0 0.0 0.0
H -3.457 0.579 1.347 -0.1 0.0 -0.1
H -0.823 3.929 1.512 0.0 0.0 0.0
H -2.737 5.462 1.166 0.0 0.0 0.0
H -1.527 2.216 3.966 0.0 0.0 0.0
H 0.033 2.100 5.883 0.0 0.0 0.0
H 2.291 1.153 5.613 0.0 0.0 0.0
H 3.036 0.313 3.395 0.0 0.0 0.0
H 5.001 -0.123 -0.114 0.0 0.0 0.0
H 5.525 -0.164 -2.567 0.0 0.0 0.0
H 3.631 0.098 -4.185 0.0 -0.1 0.0
H 1.322 0.241 -3.297 0.1 0.0 0.1
O -0.269 -1.459 2.322 0.0 -0.2 0.2
C -0.623 -1.462 1.176 0.3 0.7 -1.0
C -1.434 -2.585 0.641 -0.2 -0.4 0.1
C -1.910 -3.561 1.521 0.0 0.0 0.0
C -2.653 -4.621 1.037 0.1 0.0 0.1
C -2.901 -4.730 -0.328 0.0 0.1 -0.2
C -2.422 -3.768 -1.201 0.0 -0.1 -0.1
C -1.697 -2.685 -0.713 0.1 0.1 0.0
P -1.099 -1.353 -1.807 0.0 -0.8 0.7
C 0.142 -2.220 -2.815 -0.1 0.1 -0.1
C 0.812 -3.312 -2.260 -0.1 0.1 0.0
C 1.737 -4.016 -3.014 0.1 0.0 0.0
C 2.010 -3.636 -4.319 0.0 0.0 0.0
C 1.380 -2.527 -4.862 0.0 0.0 -0.1
C 0.459 -1.812 -4.112 -0.1 -0.2 0.0
C -2.625 -1.156 -2.790 0.1 0.3 -0.1
C -2.721 -1.493 -4.137 0.0 0.0 0.1
C -3.894 -1.246 -4.836 -0.1 0.0 -0.1
C -4.984 -0.677 -4.198 0.0 0.0 0.0
C -4.920 -0.417 -2.836 -0.1 0.0 0.1
C -3.753 -0.663 -2.134 0.1 0.0 0.0
H -1.683 -3.460 2.574 0.0 0.0 0.0
H -3.037 -5.366 1.721 0.0 0.0 0.0
H -3.474 -5.563 -0.715 0.0 0.0 0.0
H -2.609 -3.849 -2.265 -0.1 0.0 0.0
H 0.601 -3.620 -1.244 0.0 -0.1 0.0
H 2.235 -4.876 -2.585 0.0 0.0 0.0
H 2.716 -4.206 -4.909 0.0 0.0 0.0
H 1.598 -2.222 -5.878 0.0 0.0 0.0
H -0.011 -0.930 -4.522 0.0 0.0 -0.1
H -1.902 -1.973 -4.647 0.1 0.1 -0.1
H -3.950 -1.501 -5.886 0.0 0.0 0.0
H -5.887 -0.456 -4.752 0.0 0.0 0.0
H -5.783 -0.017 -2.320 0.0 0.0 0.0
H -3.713 -0.460 -1.073 0.0 0.1 0.0
C -1.659 3.316 -3.013 0.0 -0.3 0.5
S -0.963 1.924 -2.160 -0.1 0.5 -2.1
O 0.167 2.395 -1.354 0.2 -0.3 0.6
O -0.577 0.943 -3.173 -0.3 0.7 -0.2
O -2.008 1.386 -1.258 0.6 -0.5 0.8
H -1.081 3.504 -3.913 0.1 -0.1 0.0
H -1.618 4.163 -2.333 -0.1 0.0 0.0
H -2.688 3.053 -3.251 0.0 0.0 -0.1
```
Forces are in eV/Å.

Here are the Löwdin charges for atoms 1 to 6, given in e: Re 1.43; C -0.08; C -0.07; C -0.04; C -0.32; C -0.03

[2]
This record from OMol25 describes one molecule with the formula C4H10N2O in a non-equilibrium geometry. The level of theory is wB97M-V/def2-TZVPD.

## Properties
- spin multiplicity = 1
- SMILES string = C[C@@H](C=O)NCN

The geometry in XYZ format:
```
17
Properties=species:S:1:pos:R:3:forces:R:3
C 1.954 -0.766 -0.651 -1.6 0.9 0.2
C 0.622 -0.130 -0.093 0.3 -1.7 0.0
C 0.928 1.339 -0.041 0.1 0.6 0.7
O 1.596 1.806 0.850 -0.1 0.0 -0.1
N -0.615 -0.443 -0.790 0.2 0.8 -0.5
C -1.752 -0.396 0.102 -0.4 0.2 0.7
N -1.832 0.903 0.775 0.4 0.1 0.4
H 2.080 -0.336 -1.643 0.6 -0.3 -0.1
H 2.685 -0.417 0.068 0.5 0.0 -0.3
H 1.959 -1.850 -0.662 -0.2 -0.1 -0.1
H 0.528 -0.558 0.918 0.2 0.6 0.3
H 0.577 1.999 -0.850 -0.2 -0.3 -0.2
H -0.591 -1.337 -1.240 0.2 -0.3 -0.2
H -1.679 -1.202 0.848 -0.1 -0.2 0.0
H -2.687 -0.508 -0.438 0.1 -0.2 -0.3
H -2.660 0.957 1.357 -0.4 -0.1 -0.4
H -1.113 0.940 1.492 0.3 0.1 -0.1
```
Forces are in eV/Å.

Here are the Löwdin charges for atoms 1 to 6, given in e: C -0.02; C -0.38; C -0.26; O 0.05; N -0.04; C -0.32

What relative energy (zero: lowest compared OMol25 entry of this formula, charge and spin) values result from the calculations? In sequence: 99.2 197.1 kJ/mol.
What molecular weight values result from the calculations? In sequence: 843.92 102.14 g mol⁻¹.